Molecular formula: C13H25N2O7
Method: DFT, ωB97M-V with the def2-TZVPD basis set

HOMO-LUMO gap (eV): 7.90
Lowest unoccupied orbital energy (eV): 2.84
Total charge: -1

XYZ file:
```
47
Properties=species:S:1:pos:R:3:forces:R:3
O -0.546213 1.230181 3.696295 -0.2 0.3 0.1
O 0.138692 1.760576 -4.113252 -0.7 -0.4 0.4
O -0.039430 -2.323652 1.663395 -0.1 0.4 0.4
O 0.758049 0.395282 -2.458823 -0.9 -0.1 0.3
O -3.897859 -0.803999 -1.583551 0.1 -0.1 0.0
O -2.296309 0.919076 -4.287554 0.4 -0.1 0.5
O 3.078870 -1.681147 2.639136 0.1 -0.8 0.1
C 0.222971 0.368012 3.298551 -0.5 0.1 1.3
C -0.116367 0.927917 -3.194941 1.3 0.4 -0.6
C 0.813886 -1.865689 0.910815 -0.7 -0.3 1.1
N 1.173001 -2.591346 -0.153036 0.8 0.3 -1.1
N 0.668850 0.422482 2.039759 0.9 -1.0 -1.6
C 0.700369 -0.675751 4.292415 -0.2 0.1 -0.2
C 2.195291 -2.288883 -1.155723 -0.1 0.2 0.3
C -1.652985 0.701889 -0.521491 -0.1 -0.2 -0.2
C -2.364889 2.654496 -1.902852 -0.2 -0.3 -0.2
C -3.809071 0.611532 -1.808324 -0.2 0.0 -0.3
C -1.613119 0.510438 -3.074332 -0.2 0.5 -0.4
C -2.347877 1.112713 -1.835128 0.2 -0.1 0.2
C 3.575524 0.607753 2.249483 -0.4 0.0 -0.5
C 1.480501 -0.507079 1.210650 0.0 0.7 -0.3
C 2.944881 -0.663306 1.676625 0.1 0.4 0.3
H -4.806369 -1.112632 -1.722443 0.5 0.4 0.0
H -1.626861 1.480567 -4.748680 0.0 -0.3 0.5
H 2.275042 -1.673707 3.166314 0.1 -0.3 0.1
H 0.628044 -3.428398 -0.286174 0.0 0.1 0.2
H 0.258981 1.187515 1.524987 -0.1 -0.1 0.0
H 1.739631 -0.487622 4.546382 0.2 0.0 0.1
H 0.101577 -0.578662 5.196489 0.0 0.1 -0.1
H 0.555943 -1.677445 3.903082 0.1 -0.2 -0.1
H 3.178014 -2.594761 -0.795411 0.1 -0.1 -0.1
H 1.970396 -2.821620 -2.080679 -0.1 0.1 0.1
H 2.213432 -1.224016 -1.389258 -0.2 0.0 -0.1
H -1.464050 -0.375993 -0.507022 0.0 0.1 0.1
H -2.276863 0.954027 0.341346 -0.1 0.0 0.0
H -0.697084 1.221154 -0.410065 -0.1 -0.1 -0.2
H -2.874262 3.070996 -1.028364 0.0 -0.1 0.0
H -2.888066 2.999315 -2.799969 0.1 0.0 0.1
H -1.346380 3.054551 -1.924751 -0.1 -0.1 -0.1
H -4.356963 1.129641 -1.014556 0.1 0.1 0.2
H -4.297506 0.858527 -2.756805 0.2 0.1 0.0
H -1.644901 -0.580848 -3.003506 -0.1 0.1 0.0
H 3.485104 1.415802 1.523243 0.0 0.2 0.1
H 3.088031 0.902868 3.176798 0.0 0.1 0.0
H 4.631655 0.426644 2.445997 0.0 -0.1 0.0
H 1.543621 -0.011985 0.240874 -0.1 0.2 -0.1
H 3.543068 -0.955413 0.814055 -0.1 -0.2 -0.1
```
Forces are in eV/Å.

=====

Molecular formula: C7H35NO12
Method: DFT, ωB97M-V with the def2-TZVPD basis set

HOMO-LUMO gap (eV): 8.14
Relative energy (zero: lowest compared OMol25 entry of this formula, charge and spin) (kcal/mol): 153.2
Lowest unoccupied orbital energy (eV): -0.18

XYZ file:
```
55
Properties=species:S:1:pos:R:3:forces:R:3
C -1.060873 0.188050 -1.445334 -0.5 -1.3 -2.2
C -1.845310 0.643753 -0.482600 -0.7 1.7 -0.1
N -3.214617 0.459195 -0.454259 2.0 0.0 0.4
C 0.380556 0.545167 -1.393087 2.9 -0.2 0.0
C 0.975216 -0.371612 -0.281107 -0.6 -0.9 -1.3
C 1.554000 0.000122 0.861921 0.3 1.0 -0.6
C 2.021609 -0.811559 1.968460 0.8 -0.9 1.1
C 2.898810 -0.353716 2.906767 -1.1 0.1 0.4
H -1.484994 -0.500496 -2.297342 0.9 1.3 1.7
H -1.316614 1.460330 0.137595 -1.5 -1.6 -0.3
H -3.733028 0.831671 0.260439 -1.1 1.1 1.9
H -3.756552 0.093161 -1.185756 0.0 -0.4 -1.3
H 0.790628 1.591436 -1.260016 -1.5 -0.6 0.5
H 0.911637 0.398567 -2.372558 -0.6 -0.7 0.6
H 0.728803 -1.465958 -0.533028 0.4 1.6 1.1
H 1.707727 1.074433 1.046269 0.0 -0.4 -0.3
H 1.567604 -1.857845 1.987968 0.8 1.5 0.3
H 3.340487 0.682119 2.911965 -0.7 -1.2 -0.4
H 3.040063 -0.871461 3.882337 0.3 0.0 -1.1
H -2.743307 2.791066 -3.410006 -0.2 1.5 0.4
H -2.233110 1.511142 -3.043134 1.6 -1.4 1.9
O -2.777606 1.895548 -3.674919 -1.5 -0.3 -2.4
H 2.630697 3.489169 -0.181943 -1.0 2.0 -0.7
H 2.167352 4.324510 -1.356955 0.0 0.0 -1.7
O 2.136204 4.342921 -0.426456 0.6 -0.9 2.7
H -1.223263 -1.939591 2.081276 0.8 0.3 2.0
H -1.135954 -1.383675 0.657306 -1.1 -1.5 1.1
O -1.559548 -2.116486 1.233246 0.6 1.8 -2.7
H 3.187579 1.381671 -1.158328 0.4 2.2 -0.3
H 4.216673 2.439413 -1.688075 0.5 0.0 -0.1
O 3.354495 2.382119 -1.280618 -0.3 -3.3 0.1
H -0.884968 0.127866 2.863749 -5.1 -2.3 -0.2
H 0.540681 -0.120435 3.763274 -3.0 1.2 -2.4
O -0.066031 0.377261 3.065077 7.4 1.5 2.9
H -1.984531 -4.080380 -0.377016 3.7 1.8 -2.8
H -2.802705 -3.597617 0.893190 0.7 1.6 0.5
O -2.602238 -4.223799 0.237007 -4.6 -4.0 1.9
H -3.423263 -2.775944 -1.876273 -0.3 0.1 0.2
H -4.068154 -1.789997 -0.942622 -0.3 0.2 2.9
O -3.935324 -1.957934 -1.832138 0.5 -0.7 -3.0
H 2.393194 -2.840857 0.277609 1.7 0.3 -0.3
H 3.681334 -2.218905 -0.132524 5.3 9.6 -10.1
O 3.367922 -2.734550 0.393056 -6.8 -10.3 10.3
H 0.354987 2.503468 1.098754 1.8 -2.6 1.1
H 0.568929 3.944170 0.653697 2.3 1.7 -0.7
O -0.034681 3.279962 0.843225 -4.4 0.9 -0.1
H 2.473093 -1.589409 -3.037912 0.5 -0.9 1.4
H 1.399361 -1.840265 -2.081241 0.4 -0.4 0.4
O 2.356342 -2.011796 -2.132874 -0.6 1.1 -2.5
H -1.425242 3.509176 -0.750990 0.9 1.0 4.1
H -1.170256 4.024610 -2.147326 -0.4 -0.8 0.8
O -1.563480 3.296321 -1.613236 -0.3 0.2 -5.0
H -0.173599 -3.535649 3.376144 -1.3 -3.4 -3.9
H 0.885947 -2.449129 3.664763 -2.4 -1.8 1.0
O 0.065325 -2.976563 4.019429 3.6 5.1 2.9
```
Forces are in eV/Å.

=====

Molecular formula: C17H61BClN26O15S
Method: DFT, ωB97M-V with the def2-TZVPD basis set

HOMO-LUMO gap (eV): 7.63
Lowest unoccupied orbital energy (eV): -3.03
Total charge: +1

XYZ file:
```
122
Properties=species:S:1:pos:R:3:forces:R:3
C 1.742846 3.847316 4.009354 -0.4 -0.5 -0.6
C 0.291666 3.732915 3.436466 -0.5 -0.6 -0.1
B -0.163667 2.271104 3.787981 0.5 1.6 1.4
O -0.373721 1.920570 5.092425 0.8 -0.3 -1.1
S -0.479735 1.025208 2.399257 -0.5 -0.5 -0.2
C 0.678504 -0.372083 2.483864 0.3 -0.4 -1.1
C 2.042594 0.000235 1.886262 0.1 -0.1 -0.1
O 2.660729 0.949882 2.215773 0.0 0.5 0.2
Cl 2.722869 -1.092277 0.668847 -0.2 -0.2 0.6
H 2.275923 4.622139 3.466333 0.0 0.2 0.2
H 1.726268 4.038294 5.076739 0.0 0.1 0.0
H 2.272796 2.909339 3.817336 0.2 0.1 0.1
H 0.274826 3.935929 2.364276 0.1 0.2 0.1
H -0.358493 4.442778 3.956730 0.1 0.1 -0.1
H 0.355824 1.399929 5.466902 -0.3 -0.5 0.4
H -0.106131 1.666471 1.262523 0.2 -0.4 0.3
H 0.243940 -1.169220 1.886480 -0.2 0.1 0.1
H 0.784317 -0.720655 3.510630 0.0 0.3 0.1
C -2.539789 -1.654063 -0.343670 -0.1 -0.3 0.1
O -2.652604 -0.450314 -0.132932 -0.1 0.2 0.0
N -1.327606 -2.288251 -0.298662 0.1 0.1 0.2
N -3.606289 -2.450646 -0.611045 -0.1 0.3 0.0
H -1.212110 -3.268501 -0.470134 0.0 0.0 0.0
H -0.524522 -1.720241 -0.088838 0.0 0.1 -0.3
H -4.520990 -2.024347 -0.652587 -0.1 -0.2 0.0
H -3.534039 -3.439080 -0.759821 0.0 0.0 0.0
C 0.302253 0.880147 -1.384760 0.1 0.1 -0.6
O 0.294248 0.262709 -0.309024 0.0 0.2 0.4
N -0.800281 1.548138 -1.815828 -0.1 0.1 0.3
N 1.385914 0.919927 -2.179489 -0.3 0.1 0.5
H -0.833171 2.056346 -2.678977 0.1 0.0 0.0
H -1.628366 1.479296 -1.248831 -0.1 -0.3 -0.1
H 2.203796 0.424659 -1.878830 0.1 0.0 -0.2
H 1.424594 1.398158 -3.060993 0.1 -0.2 -0.1
C -6.673445 -2.013203 -2.705460 -0.2 0.0 -0.2
O -6.567527 -2.573370 -1.617797 0.3 0.2 0.1
N -7.804060 -1.354278 -3.072206 -0.2 -0.1 0.1
N -5.672079 -2.003281 -3.630792 0.1 -0.1 0.0
H -7.906805 -0.884539 -3.953902 0.2 0.2 0.0
H -8.565280 -1.346351 -2.418956 0.0 -0.1 0.0
H -4.823063 -2.481677 -3.397442 0.0 0.0 0.0
H -5.746672 -1.535030 -4.515426 -0.1 0.1 0.1
C 3.396793 -0.717338 -4.854230 0.0 0.1 -0.3
O 3.142390 0.282405 -4.180806 0.1 -0.1 0.2
N 3.001399 -0.860342 -6.137950 -0.1 0.0 0.0
N 4.112365 -1.767632 -4.355104 0.0 0.0 0.2
H 3.217535 -1.676010 -6.697776 0.0 0.0 -0.1
H 2.475766 -0.109819 -6.542984 0.0 0.0 0.0
H 4.438950 -1.702029 -3.410821 0.1 0.0 0.0
H 4.333678 -2.583523 -4.894720 0.0 0.0 -0.1
C -6.507391 0.116652 1.523051 0.0 0.0 -0.2
O -7.350206 -0.661402 1.921848 0.1 0.1 0.1
N -5.732322 0.870909 2.373730 0.1 -0.1 0.3
N -6.224063 0.312948 0.202647 -0.2 0.0 -0.2
H -5.032248 1.512181 2.054478 0.0 0.0 0.0
H -5.888384 0.772897 3.361593 -0.1 0.1 0.0
H -6.735680 -0.220532 -0.479551 0.0 -0.1 0.1
H -5.512454 0.943114 -0.113116 0.1 -0.1 0.0
C -3.217995 -1.270344 4.713929 -0.2 -0.1 -0.2
O -3.216867 -0.162601 5.231290 0.1 0.1 0.0
N -3.943079 -1.547081 3.595014 0.2 0.1 0.1
N -2.483808 -2.310615 5.216008 0.2 0.1 0.0
H -3.956091 -2.439981 3.140414 -0.1 0.0 0.0
H -4.495387 -0.795990 3.218482 0.0 -0.1 -0.2
H -1.943932 -2.134428 6.042004 0.0 0.0 0.1
H -2.473408 -3.227597 4.813376 -0.1 0.0 0.0
C 3.862308 -4.319516 -8.055887 0.0 -0.2 -0.2
O 3.632750 -3.140506 -7.799401 0.1 0.0 0.2
N 5.121200 -4.838860 -7.983986 0.0 0.1 0.1
N 2.887480 -5.183249 -8.433765 0.0 0.2 0.1
H 5.339067 -5.793851 -8.193378 0.0 0.0 0.0
H 5.862085 -4.217796 -7.717920 0.0 0.0 0.0
H 1.948041 -4.832237 -8.493664 -0.1 -0.1 0.0
H 3.052735 -6.146483 -8.653498 0.0 0.0 0.0
C 1.176398 -0.038965 8.208364 -0.1 0.1 0.1
O 1.633825 -0.217922 7.083531 -0.1 0.0 -0.2
N 1.321603 -0.942829 9.214645 0.0 -0.1 -0.2
N 0.478855 1.090366 8.508778 0.0 0.0 0.0
H 0.952750 -0.811167 10.136665 0.0 0.1 0.0
H 1.832323 -1.780881 9.009503 0.0 0.0 0.0
H 0.383272 1.752559 7.763771 -0.1 0.2 0.1
H 0.065784 1.294245 9.398586 0.0 -0.1 0.0
C 0.114763 -7.770869 -7.444938 0.0 0.0 0.0
O 0.083266 -6.755590 -8.121660 0.1 0.0 0.0
N 0.572047 -7.775954 -6.156130 0.0 0.0 0.0
N -0.302389 -8.978982 -7.922005 0.0 0.0 -0.1
H 0.607172 -8.596060 -5.582040 0.0 0.0 0.0
H 0.885563 -6.902151 -5.778589 0.0 0.0 0.0
H -0.644738 -9.006032 -8.864006 0.0 0.0 0.0
H -0.286842 -9.824720 -7.385520 0.0 0.0 0.0
C -2.362265 6.540454 5.743268 0.0 0.0 0.1
O -1.154614 6.548306 5.564433 -0.1 -0.2 -0.1
N -3.106895 5.392562 5.688476 0.0 0.0 -0.1
N -3.064540 7.675982 6.020232 0.0 0.1 0.0
H -4.096973 5.364550 5.839255 0.0 0.0 0.0
H -2.619755 4.537030 5.504098 0.0 -0.1 0.1
H -2.547142 8.533249 6.071478 0.0 0.0 0.0
H -4.053937 7.694745 6.175503 0.0 0.0 0.0
C -6.378931 1.872144 -3.806228 -0.1 0.1 0.1
O -6.708449 0.961520 -4.548742 0.1 -0.1 -0.1
N -7.290687 2.637098 -3.141520 0.0 -0.1 0.0
N -5.069132 2.194597 -3.584874 0.1 -0.1 0.0
H -7.044775 3.391060 -2.529778 0.0 0.0 0.0
H -8.260183 2.425341 -3.285534 0.0 0.0 0.0
H -4.376655 1.647332 -4.060080 0.0 0.0 0.0
H -4.775882 2.941423 -2.985755 0.0 0.1 0.0
C 7.155634 0.620944 -0.366818 0.1 0.0 0.1
O 8.029283 0.361991 -1.177325 -0.1 0.0 0.0
N 5.823663 0.448696 -0.659165 -0.2 -0.1 -0.1
N 7.421342 1.098244 0.879880 0.1 -0.2 -0.2
H 5.083832 0.651775 -0.015055 0.0 0.0 0.0
H 5.596217 0.105172 -1.573033 0.0 0.1 0.0
H 8.387804 1.239366 1.134439 -0.1 0.2 0.1
H 6.711245 1.318462 1.550624 0.0 0.0 0.0
C 9.706436 3.925011 1.963967 0.0 0.0 -0.1
O 9.412208 2.749250 2.114202 0.1 0.0 0.2
N 10.361344 4.641004 2.923155 0.0 0.0 0.1
N 9.402815 4.607762 0.822807 -0.1 0.0 0.0
H 10.615043 5.604393 2.820909 0.0 0.0 0.0
H 10.599992 4.161408 3.770321 0.0 0.0 0.0
H 8.926990 4.101324 0.098835 0.0 0.0 0.0
H 9.635818 5.570029 0.672228 0.0 0.0 0.0
```
Forces are in eV/Å.

=====

Molecular formula: C5H10NO2
Method: DFT, ωB97M-V with the def2-TZVPD basis set

HOMO-LUMO gap (eV): 7.69
Relative energy (zero: lowest compared OMol25 entry of this formula, charge and spin) (kcal/mol): 39.4
Lowest unoccupied orbital energy (eV): 3.80
Total charge: -1

XYZ file:
```
18
Properties=species:S:1:pos:R:3:forces:R:3
C -1.554958 0.381033 0.227960 -0.8 0.6 -0.3
C -1.258547 1.802070 -0.114679 1.4 0.3 1.9
C -0.188696 2.446951 0.421318 -1.9 -0.2 -0.8
N -0.095826 3.826611 0.214561 1.1 0.5 0.0
H -0.658248 -0.231726 0.366699 -0.4 0.3 0.8
H -2.362943 0.376634 1.019875 1.0 -0.4 -0.5
H -1.980476 -0.025947 -0.662838 -0.7 -0.8 -0.5
H -2.064268 2.381311 -0.580668 0.4 0.1 -0.1
H 0.582284 1.960267 1.053367 -0.6 0.3 -0.7
H 0.534466 4.356762 0.787980 -0.2 0.1 -0.1
H -0.884543 4.312813 -0.185269 0.2 -0.2 0.3
O -0.446950 -2.264597 -0.636757 0.5 -0.3 0.9
C 0.667541 -2.107600 -0.071232 0.5 1.7 -1.2
O 1.031125 -1.139933 0.695669 -0.3 -2.0 -0.6
C 1.801463 -3.016748 -0.680937 -1.6 -0.8 0.7
H 2.658031 -3.037667 -0.035179 0.7 0.2 0.1
H 1.383456 -4.058255 -0.747778 0.4 0.9 -0.2
H 1.988803 -2.618456 -1.683997 0.2 -0.2 0.2
```
Forces are in eV/Å.